127
Properties=species:S:1:pos:R:3:lowdin_charge:R:1 method="wB97M-V/def2-TZVPD" orbital_gap_ev=7.8 multiplicity=1 total_charge=+1
C 4.923 -0.243 3.654 -0.0606
C 5.258 0.543 2.375 -0.2543
O 4.935 1.938 2.557 -0.2043
P 5.083 2.858 1.253 0.4880
O 5.737 2.079 0.186 -0.2829
C 3.448 3.319 0.621 -0.1939
C 2.262 3.309 1.656 -0.1914
C 1.329 2.200 1.134 -0.1305
C 0.170 1.609 1.964 -0.2153
C 0.814 1.351 3.346 -0.5342
F 0.194 0.509 4.216 0.0714
F 0.789 2.523 4.004 0.1375
F 2.058 0.877 3.249 0.1679
C -0.222 0.348 1.066 -0.2393
C -0.421 0.730 -0.399 -0.0917
C 0.673 0.350 -1.432 -0.6121
N 1.880 -0.304 -0.917 0.0821
N 0.032 -0.549 -2.415 0.0684
N 1.042 1.529 -2.237 0.0926
N -1.345 -0.526 1.595 -0.4591
S -0.773 -1.703 2.851 0.9253
P -1.638 -1.945 0.354 0.4470
S 0.003 -2.869 -0.063 0.2892
C -2.632 0.222 2.044 -0.3179
C -3.699 0.240 0.950 -0.1402
C -4.929 1.161 1.028 -0.2315
O -6.041 0.434 0.505 -0.0417
S -3.493 -0.757 3.378 0.6231
O -3.566 -2.119 2.965 -0.2844
O -4.800 -0.213 3.533 -0.2183
F -2.755 -0.526 4.707 -0.1064
C -2.169 1.619 2.676 -0.2198
C -3.279 2.464 3.305 -0.1776
C -2.750 3.362 4.458 -0.0810
N -1.093 2.327 2.001 -0.0471
C -1.217 3.606 1.410 -0.5687
I -0.595 5.374 2.634 0.9391
C -2.552 3.889 0.638 -0.2412
C -3.415 5.058 1.104 -0.1595
O 6.003 4.118 1.555 -0.1735
C 5.382 5.286 2.126 -0.2690
C 6.336 6.459 1.894 -0.0573
H 5.814 -0.586 4.167 0.0746
H 4.319 -1.107 3.383 0.0671
H 4.320 0.380 4.310 0.0661
H 4.697 0.103 1.557 0.1034
H 6.322 0.441 2.192 0.1165
H 3.262 2.630 -0.198 0.0673
H 3.544 4.300 0.159 0.0601
H 2.713 3.133 2.626 0.0944
H 1.850 4.308 1.603 0.0315
H 1.984 1.369 0.885 0.1051
H 1.038 2.611 0.174 0.0989
H 0.677 -0.271 1.140 0.0977
H -1.360 0.377 -0.812 0.0746
H -0.579 1.802 -0.500 0.1098
H 2.259 -0.999 -1.544 0.0830
H 2.628 0.367 -0.790 0.0665
H 0.146 -0.198 -3.355 0.0795
H 0.398 -1.489 -2.360 0.0231
H 1.651 2.151 -1.716 0.0499
H 1.624 1.217 -3.006 0.0649
H 0.560 -1.546 2.977 -0.0425
H -2.455 -2.918 0.936 0.0068
H -2.256 -1.510 -0.826 0.0152
H -4.149 -0.757 0.939 0.1095
H -3.307 0.346 -0.061 0.1106
H -4.874 2.041 0.392 0.1202
H -5.226 1.489 2.015 0.1021
H -6.458 -0.039 1.232 0.0966
H -1.755 1.251 3.622 0.1132
H -3.909 3.001 2.607 0.0828
H -3.977 1.827 3.837 0.0918
H -1.672 3.234 4.518 0.0364
H -3.019 4.399 4.302 0.0435
H -3.157 3.048 5.417 0.0845
H -0.500 3.784 0.622 0.0519
H -2.354 4.050 -0.420 0.1199
H -3.123 2.968 0.721 0.0609
H -4.379 4.956 0.594 0.0848
H -3.658 5.029 2.160 0.0439
H -3.015 6.015 0.790 0.0597
H 4.439 5.556 1.653 0.1015
H 5.244 5.190 3.202 0.1229
H 5.796 7.401 1.881 0.0795
H 6.766 6.312 0.903 0.0771
H 7.147 6.466 2.615 0.0797
C -0.359 -6.973 -1.743 -1.6229
Br -1.985 -6.675 -0.751 0.5495
Br 0.127 -5.388 -2.722 0.5374
Br 1.065 -7.597 -0.613 0.5382
H -0.561 -7.744 -2.472 -0.0991
C 6.054 3.494 -3.191 -1.6343
Br 5.249 5.002 -2.309 0.5941
Br 4.715 2.269 -3.848 0.5515
Br 7.260 4.043 -4.581 0.6031
H 6.631 2.964 -2.445 -0.0332
C -2.667 -10.533 -3.600 -1.6202
Br -4.286 -10.190 -2.621 0.5877
Br -2.088 -8.975 -4.575 0.5656
Br -1.266 -11.203 -2.465 0.5879
H -2.888 -11.300 -4.328 -0.0273
C -6.246 0.987 -4.152 -1.6326
Br -5.917 2.821 -4.632 0.5398
Br -7.969 0.385 -4.755 0.5937
Br -4.834 -0.171 -4.772 0.5404
H -6.248 0.935 -3.076 -0.0440
C 4.727 -6.964 1.363 -1.6393
Br 3.470 -8.422 1.418 0.5291
Br 3.961 -5.378 0.580 0.5496
Br 5.473 -6.611 3.099 0.5882
H 5.540 -7.273 0.724 -0.1014
C -4.627 -4.247 -5.313 -1.6562
Br -5.718 -3.876 -3.771 0.5416
Br -3.808 -5.986 -5.234 0.5481
Br -5.605 -3.985 -6.946 0.5844
H -3.822 -3.526 -5.307 -0.0424
C -6.855 4.993 -8.529 -1.6400
Br -8.566 5.366 -9.321 0.5848
Br -6.566 6.037 -6.933 0.5529
Br -6.618 3.115 -8.193 0.5465
H -6.101 5.289 -9.243 -0.0305
C 6.475 -11.358 -0.038 -1.6387
Br 6.600 -9.506 -0.560 0.5966
Br 4.796 -12.127 -0.577 0.5727
Br 7.971 -12.375 -0.684 0.5922
H 6.508 -11.386 1.042 -0.0269


95
Properties=species:S:1:pos:R:3:lowdin_spin:R:1 method="wB97M-V/def2-TZVPD" s2=6.0640 orbital_gap_ev="2.8 / 2.7" multiplicity=5 total_charge=-1
Fe 0.141 0.159 -0.052 3.5354
C 0.688 2.217 3.552 -0.0016
N 0.725 3.124 2.351 -0.0171
C 0.969 4.533 2.692 -0.0025
C 0.171 2.757 1.187 -0.0427
N -0.642 1.663 1.100 0.0276
C -1.726 1.514 1.930 -0.0008
C -2.463 2.711 2.188 0.0110
C -3.410 2.670 3.191 0.0002
C -3.587 1.622 4.040 0.0096
C -2.931 0.428 3.805 0.0009
C -3.145 -0.688 4.575 0.0098
C -2.493 -1.873 4.298 -0.0011
C -1.644 -2.009 3.158 0.0109
C -1.548 -0.955 2.258 -0.0007
N -1.115 -1.029 0.916 0.0246
C -1.529 -2.209 0.318 0.0091
N -2.851 -2.363 0.119 0.0035
C -3.750 -1.221 0.048 0.0005
C -3.550 -3.580 0.464 0.0006
N -0.653 -3.198 -0.065 0.0000
C -0.789 -3.952 -1.302 0.0003
C 0.642 -3.394 0.649 -0.0011
C -2.075 0.316 2.677 0.0037
N 0.402 3.446 -0.012 0.0174
C -0.567 3.281 -1.067 0.0457
C 1.664 4.113 -0.292 0.0026
H -0.108 2.419 4.225 -0.0006
H 1.625 2.250 4.101 -0.0005
H 0.573 1.197 3.206 0.0000
H 0.373 4.802 3.567 -0.0012
H 0.717 5.156 1.818 0.0001
H 2.095 4.546 2.880 0.0000
H -2.196 3.605 1.612 0.0012
H -4.207 3.471 3.274 -0.0003
H -4.322 1.658 4.823 0.0006
H -3.934 -0.591 5.300 0.0006
H -2.563 -2.677 5.040 -0.0004
H -1.225 -2.987 2.918 0.0008
H -3.161 -0.329 -0.147 0.0002
H -4.187 -1.018 1.093 0.0003
H -4.455 -1.411 -0.740 0.0002
H -2.799 -4.203 0.969 0.0000
H -3.977 -4.071 -0.491 0.0001
H -4.379 -3.352 1.154 0.0000
H -1.621 -3.560 -1.922 0.0000
H -1.040 -5.010 -1.115 0.0002
H 0.152 -3.846 -1.817 0.0001
H 0.877 -2.514 1.297 -0.0005
H 0.673 -4.377 1.155 0.0000
H 1.471 -3.419 -0.063 -0.0002
H -1.586 3.276 -0.761 0.0050
H -0.410 2.213 -1.517 0.0251
H -0.238 3.973 -1.840 0.0042
H 2.417 3.883 0.409 0.0000
H 1.484 5.196 -0.543 0.0023
H 2.178 3.607 -1.148 0.0011
N 2.710 -1.183 -3.018 -0.0003
C 2.826 -2.569 -3.021 -0.0002
O 2.308 -3.416 -2.220 -0.0006
C 3.456 -3.008 -4.321 -0.0001
I 5.655 -3.043 -4.406 0.0000
H 2.248 -0.567 -2.356 -0.0006
H 3.471 -0.678 -3.499 0.0002
H 3.254 -2.484 -5.254 0.0000
H 3.191 -4.072 -4.517 0.0000
C -0.976 -1.282 -3.958 0.0062
Ge -1.193 0.566 -3.686 0.0282
C -3.020 0.969 -4.019 0.0013
C -0.224 1.395 -5.139 0.0057
C -0.320 1.010 -1.981 0.1462
H -0.769 -1.474 -5.038 0.0010
H -1.922 -1.794 -3.701 0.0003
H -0.168 -1.676 -3.298 -0.0009
H -3.098 0.986 -5.111 0.0002
H -3.417 1.911 -3.649 0.0005
H -3.616 0.185 -3.616 0.0001
H -0.989 1.535 -5.881 0.0009
H 0.660 0.799 -5.534 0.0004
H 0.155 2.385 -4.835 0.0007
H 0.802 0.905 -2.059 0.0124
C 3.220 -0.312 2.647 0.0009
Si 3.399 -0.220 0.767 0.0155
C 4.648 -1.421 0.202 0.0024
C 4.312 1.458 0.574 0.0012
O 1.949 -0.353 0.043 0.0930
H 2.990 -1.329 2.965 0.0001
H 2.505 0.439 3.008 0.0001
H 4.306 0.015 2.940 0.0000
H 4.388 -2.432 0.448 0.0001
H 5.638 -1.141 0.570 0.0004
H 4.757 -1.351 -0.902 0.0001
H 5.316 1.157 0.240 0.0001
H 4.454 2.127 1.489 0.0002
H 3.933 1.995 -0.334 0.0000


97
Properties=species:S:1:pos:R:3:lowdin_charge:R:1 method="wB97M-V/def2-TZVPD" relative_energy_kj_mol=0.0 orbital_gap_ev=8.9 multiplicity=1 total_charge=+1
C 0.905 -3.636 4.518 -0.1057
C 2.085 -2.905 5.168 -0.2556
C 2.429 -1.592 4.457 -0.2307
C 3.207 -0.600 5.327 -0.2124
C 4.508 -0.114 4.690 -0.2063
C 4.322 0.983 3.622 -0.2136
C 5.146 0.758 2.357 -0.2071
C 5.124 1.967 1.405 -0.2008
C 4.149 1.932 0.229 -0.2124
C 4.542 0.934 -0.860 -0.1954
C 3.499 0.710 -1.971 -0.1832
C 2.696 -0.607 -1.991 -0.2041
C 2.395 -1.295 -0.679 -0.1828
C 1.480 -0.552 0.307 -0.1855
C 0.536 0.478 -0.294 -0.2189
C -0.388 1.034 0.788 -0.1748
C -1.488 0.027 1.201 -0.1494
C -2.930 0.577 1.142 -0.0675
C -3.891 0.037 0.082 -0.2436
C -4.364 -1.385 0.459 -0.5964
F -5.322 -1.297 1.377 0.1798
F -3.373 -2.110 0.961 0.1988
F -4.844 -2.039 -0.610 0.1431
C -5.091 1.040 -0.019 -0.5278
S -6.544 0.451 -0.986 0.8925
N -4.725 2.300 -0.604 -0.0240
B -4.819 3.512 0.219 -0.5786
C -6.029 3.733 1.180 0.0328
O -3.848 4.477 0.126 0.1707
C -3.856 2.307 -1.762 -0.0565
C -2.758 1.267 -1.743 -0.1919
O -2.284 1.064 -3.065 0.0677
C -1.071 1.511 -3.269 -0.2922
N -0.006 1.953 -3.429 0.2419
N -3.335 -0.033 -1.311 0.0288
O -2.386 -1.067 -1.478 0.1034
H 1.099 -4.694 4.382 0.0652
H 0.703 -3.214 3.535 0.0525
H 0.002 -3.514 5.111 0.0666
H 1.887 -2.681 6.211 0.1003
H 2.963 -3.545 5.130 0.1070
H 2.991 -1.815 3.554 0.1065
H 1.491 -1.134 4.147 0.0939
H 3.452 -1.090 6.266 0.1032
H 2.594 0.273 5.536 0.1074
H 5.036 -0.964 4.264 0.1086
H 5.116 0.298 5.491 0.1064
H 4.639 1.931 4.049 0.1071
H 3.264 1.104 3.381 0.1027
H 4.802 -0.150 1.864 0.0988
H 6.171 0.577 2.673 0.1132
H 4.861 2.823 2.025 0.1029
H 6.118 2.168 1.015 0.1102
H 4.192 2.918 -0.233 0.1120
H 3.122 1.803 0.569 0.0909
H 5.407 1.380 -1.346 0.1101
H 4.902 0.005 -0.426 0.1011
H 2.840 1.575 -2.011 0.0886
H 4.049 0.729 -2.907 0.1042
H 3.248 -1.308 -2.609 0.1058
H 1.762 -0.416 -2.517 0.0842
H 3.311 -1.577 -0.167 0.1032
H 1.899 -2.232 -0.927 0.1095
H 0.862 -1.308 0.789 0.1031
H 2.054 -0.103 1.111 0.0937
H -0.040 0.000 -1.085 0.0912
H 1.109 1.297 -0.720 0.0970
H -0.850 1.968 0.458 0.0925
H 0.210 1.277 1.662 0.1182
H -1.312 -0.243 2.236 0.1216
H -1.368 -0.894 0.652 0.0910
H -3.428 0.379 2.088 0.1455
H -2.883 1.659 1.066 0.1186
H -5.389 1.200 1.008 0.1126
H -7.062 -0.445 -0.143 -0.1049
H -5.939 3.033 2.013 0.0737
H -5.964 4.720 1.621 0.0770
H -6.991 3.578 0.705 0.0761
H -2.949 4.139 0.095 0.1024
H -3.384 3.275 -1.883 0.1497
H -4.427 2.143 -2.681 0.1518
H -1.938 1.541 -1.090 0.1450
H -4.146 -0.228 -1.923 0.1761
H -2.758 -1.705 -2.105 0.1426
C -1.533 -1.657 -7.186 -0.0116
C -0.888 -2.529 -6.137 -0.3170
C -1.097 -2.112 -4.697 -0.1163
O 0.062 -2.627 -4.047 0.0489
C 1.064 -2.670 -4.979 -0.5486
O 2.202 -2.857 -4.732 0.1907
O 0.548 -2.459 -6.212 0.0953
H -1.037 -1.794 -8.145 0.0956
H -2.585 -1.915 -7.301 0.0906
H -1.458 -0.600 -6.923 0.0863
H -1.176 -3.575 -6.275 0.1619
H -2.000 -2.535 -4.253 0.1287
H -1.097 -1.022 -4.591 0.1168


107
Properties=species:S:1:pos:R:3:lowdin_charge:R:1 method="wB97M-V/def2-TZVPD" orbital_gap_ev=9.6 multiplicity=1
C -2.829 -1.532 -3.283 -0.1287
C -3.813 -2.699 -2.915 -0.3102
C -5.065 -2.106 -2.193 -0.6800
Cl -5.269 -3.068 -0.643 0.5981
C -6.391 -2.273 -3.003 -1.1566
Cl -6.811 -4.038 -3.033 0.5981
I -6.143 -1.749 -5.116 0.9441
O -7.516 -1.648 -2.402 -0.0649
C -7.351 -0.323 -2.171 -0.6159
O -7.299 0.078 -1.097 0.2126
F -7.290 0.548 -3.168 0.1292
H -2.268 -1.706 -4.206 0.0769
H -3.384 -0.580 -3.405 0.0654
H -2.186 -1.365 -2.418 0.0449
H -4.064 -3.346 -3.767 0.0655
H -3.285 -3.330 -2.184 0.0843
H -4.846 -1.071 -1.896 0.1045
C -10.629 1.972 -0.448 -0.2131
C -9.416 1.424 0.313 -0.2254
C -9.466 2.003 1.732 -0.2109
S -11.197 2.310 2.088 0.6670
O -11.395 3.731 2.226 -0.3177
O -11.653 1.372 3.087 -0.3362
C -11.819 1.804 0.490 -0.2309
H -10.786 1.448 -1.391 0.1157
H -10.477 3.031 -0.672 0.1212
H -9.476 0.334 0.358 0.1181
H -8.484 1.678 -0.179 0.0935
H -9.067 1.307 2.467 0.1045
H -8.938 2.953 1.796 0.1056
H -12.675 2.419 0.217 0.1086
H -12.117 0.757 0.565 0.1016
C 0.778 2.469 -1.774 -0.2140
C 1.667 2.265 -3.005 -0.2085
C 1.374 0.867 -3.555 -0.2250
S -0.315 0.493 -3.098 0.6779
O -0.297 -0.609 -2.164 -0.3342
O -1.143 0.491 -4.281 -0.3329
C -0.615 2.000 -2.185 -0.2266
H 0.769 3.509 -1.448 0.1147
H 1.149 1.858 -0.947 0.1213
H 1.423 3.017 -3.759 0.1160
H 2.724 2.375 -2.762 0.1099
H 1.469 0.832 -4.639 0.1095
H 2.020 0.119 -3.100 0.0547
H -1.268 1.796 -1.338 0.1077
H -1.088 2.710 -2.863 0.1074
C -13.871 -2.521 5.125 -0.2224
C -13.785 -1.219 4.320 -0.2159
C -13.660 -1.600 2.843 -0.2288
S -14.473 -3.189 2.662 0.6612
O -13.485 -4.175 2.303 -0.3217
O -15.691 -3.021 1.908 -0.3291
C -14.882 -3.396 4.391 -0.2359
H -14.173 -2.340 6.156 0.1141
H -12.894 -3.011 5.139 0.1196
H -14.696 -0.636 4.474 0.1200
H -12.945 -0.602 4.638 0.1057
H -14.147 -0.871 2.198 0.1002
H -12.618 -1.719 2.548 0.1029
H -14.819 -4.448 4.661 0.1063
H -15.899 -3.031 4.537 0.1066
C 4.629 -3.308 -2.129 -0.2180
C 6.010 -2.866 -1.630 -0.2140
C 6.017 -1.336 -1.594 -0.2324
S 4.318 -0.834 -1.329 0.6928
O 3.852 -0.127 -2.506 -0.3410
O 4.182 -0.275 -0.006 -0.3222
C 3.620 -2.479 -1.343 -0.2236
H 4.468 -4.376 -1.984 0.1155
H 4.537 -3.094 -3.198 0.1183
H 6.178 -3.257 -0.624 0.1176
H 6.810 -3.246 -2.265 0.1180
H 6.629 -0.956 -0.789 0.0570
H 6.347 -0.914 -2.543 0.1112
H 2.630 -2.457 -1.798 0.1064
H 3.550 -2.818 -0.310 0.1110
C 10.328 0.423 2.369 -0.2085
C 11.225 0.212 1.145 -0.2296
C 10.924 -1.187 0.595 -0.2028
S 9.227 -1.549 1.043 0.6937
O 9.217 -2.652 1.972 -0.3133
O 8.403 -1.551 -0.149 -0.3418
C 8.935 -0.038 1.950 -0.2253
H 10.323 1.464 2.693 0.1142
H 10.688 -0.188 3.201 0.1234
H 10.991 0.963 0.388 0.1109
H 12.266 0.314 1.392 0.0519
H 11.025 -1.226 -0.488 0.1051
H 11.559 -1.944 1.053 0.1076
H 8.273 -0.235 2.791 0.1095
H 8.473 0.676 1.268 0.1100
C 14.939 4.333 2.293 -0.2193
C 15.838 4.127 1.069 -0.2126
C 15.549 2.726 0.518 -0.2148
S 13.852 2.353 0.965 0.6778
O 13.865 1.255 1.900 -0.3254
O 13.032 2.348 -0.220 -0.3140
C 13.550 3.862 1.874 -0.2257
H 14.927 5.373 2.617 0.1171
H 15.304 3.724 3.125 0.1208
H 15.599 4.877 0.312 0.1182
H 16.892 4.240 1.319 0.1158
H 15.650 2.687 -0.565 0.1049
H 16.189 1.974 0.978 0.1068
H 12.891 3.660 2.716 0.1086
H 13.082 4.571 1.191 0.1107


Quick rundown of molar mass, same order as above: 2846.5 815.2 640.6 1035.9 g mol⁻¹